10 unconnected molecules or ions with the total composition C46H90F21N3O20, computed with ωB97M-V with the def2-TZVPD basis set.

Properties
Lowest unoccupied orbital energy = 3.2 eV
Total charge = -4
Frontier orbital gap = 2.986 eV

Last column: Mulliken charge in e.
CARTESIAN COORDINATES (ANGSTROEM)
C 6.204 2.104 2.985  0.0205
O 7.513 1.466 3.320  -0.2757
O 5.255 1.065 2.777  -0.8867
C 5.933 3.216 4.049  0.8153
F 4.654 3.290 4.298  -0.2567
F 6.462 3.064 5.283  -0.3185
F 6.371 4.404 3.608  -0.2987
C 8.673 2.273 3.178  -0.1537
C 9.660 1.451 4.010  -1.2961
H 9.795 0.394 3.781  0.2930
H 10.568 2.053 3.983  0.4044
H 9.332 1.505 5.048  0.3004
H 8.715 3.277 3.599  0.2520
H 9.025 2.201 2.149  0.3020
H 6.366 2.672 2.068  0.1052
C -12.840 -6.672 2.426  -0.2158
O -11.833 -5.886 3.100  -0.1873
O -13.390 -7.424 3.476  -0.9075
C -13.672 -5.809 1.439  0.8289
F -12.947 -5.418 0.323  -0.2710
F -14.728 -6.493 0.977  -0.2829
F -14.176 -4.688 2.017  -0.2885
C -10.890 -5.256 2.302  -0.1816
C -9.871 -4.759 3.355  -1.1944
H -9.691 -5.635 3.980  0.3057
H -8.992 -4.481 2.773  0.3684
H -10.300 -4.022 4.034  0.2859
H -11.386 -4.364 1.919  0.2271
H -10.423 -5.848 1.515  0.3215
H -12.356 -7.468 1.860  0.1916
C -5.568 4.798 6.083  -0.0998
O -5.863 3.615 6.794  -0.2537
O -5.998 5.876 6.877  -0.8905
C -4.205 4.783 5.341  0.7892
F -3.945 5.949 4.732  -0.2852
F -3.144 4.483 6.117  -0.2861
F -4.290 3.876 4.324  -0.2742
C -5.667 2.341 6.209  -0.0985
C -6.672 1.340 6.892  -1.2298
H -7.645 1.796 7.073  0.3206
H -6.822 0.354 6.453  0.3793
H -6.317 1.067 7.886  0.2860
H -4.647 1.959 6.258  0.2343
H -5.951 2.293 5.158  0.2286
H -6.294 4.695 5.276  0.1781
C 1.963 10.256 -3.800  -0.2751
O 2.775 10.592 -2.652  -0.1709
O 2.678 9.741 -4.887  -0.8726
C 0.550 9.647 -3.289  0.9499
F 0.371 8.315 -3.389  -0.2551
F 0.380 9.760 -1.972  -0.3081
F -0.502 10.357 -3.769  -0.3058
C 2.510 11.766 -1.850  -0.2565
C 3.885 11.914 -1.154  -1.1992
H 4.685 12.064 -1.879  0.2765
H 3.858 12.714 -0.415  0.4141
H 4.026 11.104 -0.439  0.2829
H 1.707 11.635 -1.125  0.2524
H 2.260 12.636 -2.456  0.3461
H 1.790 11.269 -4.162  0.1326
C -0.889 -0.329 -4.719  -0.1815
O -0.406 -0.665 -6.061  -0.1968
O 0.175 0.435 -4.154  -0.8934
C -2.425 0.110 -4.668  0.7905
F -2.811 0.328 -3.377  -0.2310
F -2.565 1.177 -5.411  -0.2629
F -3.234 -0.852 -5.122  -0.2818
C -0.916 -1.835 -6.744  -0.0216
C -0.337 -1.865 -8.084  -1.3462
H 0.734 -1.672 -8.019  0.2980
H -0.448 -2.823 -8.593  0.3690
H -0.754 -1.026 -8.641  0.3015
H -2.000 -1.742 -6.809  0.2430
H -0.577 -2.764 -6.285  0.2478
H -0.804 -1.340 -4.320  0.1727
C 0.066 -5.869 5.839  0.0181
O -0.993 -4.892 5.872  -0.2731
O 1.198 -5.075 5.494  -0.9243
C 0.033 -6.853 7.061  0.7497
F -0.746 -7.900 6.831  -0.2912
F 1.167 -7.434 7.364  -0.2983
F -0.482 -6.445 8.223  -0.2993
C -2.343 -5.412 5.855  -0.0570
C -3.319 -4.217 5.893  -1.0793
H -3.807 -4.016 4.939  0.2735
H -4.095 -4.400 6.635  0.2862
H -2.797 -3.279 6.087  0.2794
H -2.579 -6.055 6.703  0.2494
H -2.571 -5.903 4.909  0.2016
H -0.219 -6.517 5.010  0.1718
C -4.412 -10.071 -0.765  -0.1784
O -3.407 -9.906 -1.799  -0.2519
O -4.297 -11.429 -0.363  -0.8968
C -4.473 -8.789 0.212  0.8807
F -5.430 -9.046 1.053  -0.2849
F -3.356 -8.638 0.877  -0.2968
F -4.790 -7.716 -0.340  -0.2672
C -3.525 -8.813 -2.701  -0.1407
C -2.645 -9.142 -3.913  -1.2681
H -2.961 -10.110 -4.304  0.3028
H -2.912 -8.460 -4.720  0.3842
H -1.597 -9.222 -3.626  0.3127
H -3.185 -7.867 -2.279  0.2557
H -4.493 -8.711 -3.190  0.2528
H -5.303 -10.041 -1.392  0.1946
C 6.684 3.848 -3.645  -0.6301
O 6.040 5.047 -4.057  -0.4365
C 4.763 5.291 -3.450  -0.5003
C 3.647 4.539 -4.228  -0.8889
N 3.700 4.898 -5.747  -0.2031
H 3.514 5.878 -5.904  0.4431
H 4.662 4.699 -5.982  0.4015
C 2.854 3.978 -6.674  -0.3827
C 2.328 4.792 -7.855  -0.7000
O 1.512 5.838 -7.553  -0.3094
C 0.129 5.512 -7.285  -0.6494
H 6.673 3.769 -2.558  0.3165
H 7.697 3.808 -4.045  0.2569
H 6.162 3.022 -4.128  0.2740
H 4.658 6.358 -3.253  0.4272
H 4.854 4.755 -2.506  0.4188
H 2.653 4.808 -3.871  0.5446
H 3.817 3.464 -4.169  0.3668
H 2.017 3.559 -6.115  0.3676
H 3.537 3.195 -7.004  0.3115
H 1.924 4.269 -8.722  0.4194
H 3.233 5.278 -8.219  0.2983
H -0.534 5.322 -8.130  0.2721
H -0.160 6.459 -6.831  0.2339
H 0.064 4.670 -6.595  0.3292
C -2.528 -1.502 0.823  -0.8687
O -1.536 -0.482 0.829  -0.2531
C -1.712 0.544 1.802  -0.4232
C -0.347 1.259 2.034  -0.7915
N 0.109 2.099 0.779  -0.1514
H 1.075 2.373 0.893  0.3914
H 0.044 1.570 -0.079  0.4321
C -0.672 3.414 0.537  -0.7973
C -0.059 4.648 1.269  -0.5192
O 1.264 4.698 0.989  -0.2470
C 1.860 5.908 1.449  -0.9034
H -2.426 -2.205 1.650  0.3656
H -2.491 -2.032 -0.129  0.2530
H -3.528 -1.127 1.041  0.3324
H -2.028 0.146 2.766  0.4377
H -2.446 1.264 1.441  0.3292
H 0.417 0.483 1.994  0.3974
H -0.186 1.877 2.918  0.4279
H -1.741 3.263 0.690  0.3429
H -0.564 3.564 -0.537  0.4605
H -0.265 4.628 2.339  0.3849
H -0.511 5.574 0.911  0.4138
H 1.857 6.049 2.530  0.3607
H 1.445 6.871 1.153  0.3341
H 2.863 6.015 1.036  0.2917
C 7.012 -5.764 -0.973  -0.7124
O 6.154 -6.049 0.144  -0.3683
C 6.441 -5.315 1.321  -0.5634
C 6.042 -3.830 1.139  -0.5279
N 4.483 -3.684 1.213  -0.2681
H 4.121 -4.090 2.064  0.3924
H 4.325 -2.686 1.209  0.3428
C 3.569 -3.988 -0.009  -0.7220
C 3.920 -3.194 -1.251  -0.7660
O 5.108 -3.564 -1.871  -0.1281
C 5.393 -2.892 -3.118  -0.9088
H 6.440 -5.634 -1.892  0.2022
H 7.786 -6.524 -1.081  0.3136
H 7.621 -4.884 -0.765  0.3509
H 7.489 -5.467 1.579  0.3637
H 5.900 -5.660 2.202  0.4185
H 6.350 -3.364 0.202  0.2614
H 6.369 -3.187 1.956  0.4829
H 2.535 -3.904 0.323  0.4779
H 3.772 -5.058 -0.051  0.3736
H 3.831 -2.133 -1.017  0.4733
H 3.130 -3.167 -2.001  0.5439
H 5.637 -1.849 -2.916  0.3461
H 4.514 -2.976 -3.757  0.3669
H 6.326 -3.211 -3.583  0.2440

9 unconnected molecules or ions with the total composition C46H91N2O14PS2, computed with ωB97M-V with the def2-TZVPD basis set.

Properties
Lowest unoccupied orbital energy = 0.2 eV
Total charge = 0
Frontier orbital gap = 8.725 eV
SMILES string = CCCOC[C@@]1(S)[C@@H](CCCCNC(C)=O)NC(=O)[C@]1(O)P(O)(O)=S.C1CCOC1.C1CCOC1.C1CCOC1.C1CCOC1.C1CCOC1.C1CCOC1.C1CCOC1.C1CCOC1

Last column: Mulliken charge in e.
CARTESIAN COORDINATES (ANGSTROEM)
C 6.282 2.864 0.639  -1.1713
C 7.241 1.683 0.434  -0.0884
C 6.775 0.615 -0.553  0.0849
O 5.466 0.114 -0.318  -0.4196
C 4.457 0.765 -1.024  -0.4895
C 4.046 0.101 -2.392  0.6000
S 5.007 -1.484 -2.578  -0.1919
C 2.564 -0.394 -2.575  -0.5476
C 1.400 0.370 -1.914  -0.9410
C 0.191 -0.579 -1.616  -0.9629
C -1.036 -0.270 -2.514  -0.8164
C -2.340 -0.021 -1.712  -0.5145
N -3.027 1.211 -2.152  -0.3316
C -3.965 1.675 -1.252  0.5358
C -5.031 2.626 -1.814  -1.1347
O -3.966 1.417 -0.095  -0.5298
N 2.336 -0.390 -4.053  -0.4687
C 3.565 -0.009 -4.698  -0.5028
O 3.980 -0.379 -5.701  -0.4154
C 4.168 0.984 -3.657  0.6058
O 3.244 2.067 -3.642  -0.5079
P 5.776 1.819 -4.106  0.3420
O 6.272 2.871 -2.958  -0.4581
O 6.933 0.744 -4.374  -0.5160
S 5.531 2.863 -5.725  -0.2650
H 5.237 2.568 0.752  0.2601
H 6.560 3.400 1.549  0.4215
H 6.312 3.590 -0.176  0.1933
H 7.497 1.274 1.413  0.3533
H 8.163 2.100 0.015  0.1676
H 7.450 -0.239 -0.433  0.3191
H 6.902 0.919 -1.592  -0.2628
H 4.661 1.824 -1.216  0.4085
H 3.578 0.748 -0.373  0.1676
H 4.252 -2.364 -1.885  0.2287
H 2.445 -1.452 -2.362  0.7107
H 1.659 0.830 -0.957  0.3904
H 1.063 1.185 -2.551  0.5178
H 0.489 -1.625 -1.674  0.4847
H -0.097 -0.420 -0.575  0.5381
H -1.191 -1.141 -3.157  0.3490
H -0.847 0.559 -3.197  0.3898
H -3.002 -0.866 -1.935  0.2456
H -2.147 -0.051 -0.645  0.4398
H -3.462 0.988 -3.040  0.3070
H -4.600 3.611 -1.985  0.2769
H -5.412 2.203 -2.747  0.3718
H -5.823 2.669 -1.075  0.3124
H 1.618 0.252 -4.370  0.3805
H 3.514 2.626 -2.897  0.4164
H 5.634 3.598 -2.897  0.3618
H 7.642 1.245 -4.816  0.4026
C -4.814 -2.163 3.516  -0.1915
C -5.778 -1.712 2.426  -0.6438
C -4.821 -1.269 1.330  -0.2241
O -3.647 -2.083 1.457  -0.4210
C -3.693 -2.789 2.702  -0.4270
H -5.254 -2.856 4.233  0.0302
H -4.440 -1.294 4.063  0.2908
H -6.375 -2.562 2.085  0.2621
H -6.459 -0.922 2.740  0.3592
H -4.526 -0.227 1.456  0.1953
H -5.241 -1.391 0.329  0.2570
H -3.902 -3.843 2.489  0.2324
H -2.723 -2.721 3.196  0.2650
C 12.075 -0.488 0.430  -0.5465
C 11.717 -0.819 1.872  -0.5229
C 11.644 0.564 2.501  -0.4015
O 11.218 1.460 1.469  -0.4047
C 11.291 0.795 0.204  -0.0175
H 11.817 -1.273 -0.279  0.3316
H 13.147 -0.292 0.347  0.2632
H 10.737 -1.301 1.911  0.2523
H 12.436 -1.472 2.365  0.3328
H 12.627 0.894 2.853  0.2765
H 10.944 0.612 3.336  0.2680
H 10.268 0.581 -0.126  -0.1340
H 11.761 1.453 -0.528  0.3062
C 2.080 6.039 -7.724  -0.6949
C 2.628 5.146 -6.618  -0.0739
C 2.514 6.050 -5.403  -0.2868
O 1.390 6.907 -5.631  -0.4414
C 0.974 6.792 -7.000  0.0377
H 1.721 5.490 -8.594  0.3782
H 2.854 6.737 -8.056  0.3214
H 1.986 4.271 -6.496  0.1286
H 3.644 4.799 -6.794  0.1002
H 3.404 6.680 -5.291  0.2558
H 2.365 5.493 -4.475  0.1404
H 0.032 6.232 -7.022  0.1031
H 0.797 7.779 -7.412  0.0059
C 7.303 -0.402 -10.191  -0.5525
C 6.362 -0.737 -9.042  -0.5949
C 6.751 0.306 -8.006  0.3124
O 7.192 1.460 -8.733  -0.3760
C 7.364 1.116 -10.110  -0.4669
H 6.960 -0.761 -11.161  0.3435
H 8.291 -0.827 -9.999  0.2561
H 5.325 -0.585 -9.353  0.2829
H 6.460 -1.757 -8.675  0.3825
H 7.585 -0.044 -7.386  0.0645
H 5.925 0.579 -7.353  -0.2343
H 6.549 1.577 -10.679  0.2770
H 8.311 1.521 -10.471  0.2727
C -7.299 -6.095 6.776  -0.3362
C -5.902 -5.880 7.325  -0.3614
C -5.049 -5.990 6.071  -0.4115
O -5.859 -5.523 4.984  -0.3871
C -7.216 -5.397 5.429  -0.4853
H -8.086 -5.694 7.414  0.1696
H -7.484 -7.164 6.634  0.2907
H -5.823 -4.876 7.747  0.1102
H -5.618 -6.597 8.096  0.3681
H -4.773 -7.031 5.867  0.2734
H -4.137 -5.395 6.128  0.2616
H -7.445 -4.329 5.522  0.1956
H -7.886 -5.831 4.685  0.3174
C -8.794 -3.729 11.289  -0.4783
C -9.762 -3.290 10.199  -0.5937
C -8.812 -2.846 9.097  -0.4969
O -7.632 -3.648 9.223  -0.3606
C -7.672 -4.350 10.475  0.2368
H -9.224 -4.421 12.009  0.2275
H -8.424 -2.855 11.832  0.2779
H -10.353 -4.145 9.862  0.2616
H -10.448 -2.503 10.510  0.3623
H -8.524 -1.797 9.218  0.2919
H -9.235 -2.977 8.099  0.2616
H -7.873 -5.402 10.265  -0.3710
H -6.702 -4.272 10.968  0.3363
C -8.985 -9.154 12.662  -0.5295
C -7.627 -9.135 11.975  -0.5863
C -7.538 -7.692 11.503  -0.3051
O -8.273 -6.902 12.448  -0.3169
C -9.031 -7.774 13.297  -0.5197
H -9.099 -9.958 13.387  0.3432
H -9.778 -9.250 11.917  0.2623
H -6.838 -9.341 12.702  0.2811
H -7.537 -9.854 11.162  0.3307
H -8.006 -7.568 10.520  0.2111
H -6.510 -7.331 11.446  0.3221
H -8.561 -7.777 14.286  0.2999
H -10.047 -7.389 13.397  0.2716
C -3.127 9.872 -8.652  -0.5504
C -2.032 10.700 -9.309  -0.5721
C -0.782 10.147 -8.641  -0.4729
O -1.053 8.774 -8.337  -0.2888
C -2.450 8.518 -8.510  -0.4706
H -4.050 9.827 -9.228  0.3321
H -3.361 10.280 -7.665  0.2730
H -2.005 10.496 -10.382  0.2679
H -2.147 11.774 -9.170  0.3264
H -0.569 10.667 -7.702  0.3064
H 0.100 10.210 -9.280  0.2992
H -2.576 7.914 -9.416  0.2723
H -2.823 7.947 -7.659  0.2759